1.
90
Properties=species:S:1:pos:R:3:forces:R:3 method="wB97M-V/def2-TZVPD" de_lowest_kcal_mol=98.1 total_charge=0 homo_ev=-9.664 orbital_gap_ha=0.3571
O 19.058 18.309 3.410 -0.61 0.76 1.04
C 19.665 17.065 3.074 -0.18 0.97 -0.78
C 18.462 16.154 2.784 1.20 1.15 -0.44
O 18.830 15.046 2.035 0.48 -1.51 0.04
H 19.678 19.020 3.234 0.02 -0.08 0.11
H 20.207 17.372 2.179 0.33 -1.27 -0.41
H 20.367 16.747 3.845 -0.19 -0.37 0.07
H 17.870 16.738 2.078 -0.80 0.43 0.80
H 18.029 15.885 3.747 -0.51 0.15 -0.15
H 18.294 14.316 2.352 0.16 -0.25 -0.22
O 11.228 10.962 -0.011 -0.21 -0.47 0.68
C 11.718 10.601 1.281 0.40 -0.02 1.15
C 11.382 11.722 2.340 0.44 -1.84 -0.18
O 12.470 12.630 2.441 -1.28 0.32 -0.56
H 10.337 10.606 0.020 -0.25 0.25 -0.63
H 11.366 9.629 1.626 -0.74 -0.07 -0.12
H 12.778 10.371 1.166 0.25 0.77 0.20
H 11.129 11.431 3.359 0.62 -0.77 0.03
H 10.393 12.037 2.007 0.13 1.27 -0.40
H 12.443 13.013 1.561 0.68 0.57 -0.16
O 14.535 15.231 4.144 -0.29 1.29 -0.71
C 14.136 16.100 3.077 -0.75 1.17 -0.32
C 13.495 17.464 3.604 -0.32 -2.27 0.89
O 12.549 18.087 2.756 0.63 0.06 -0.88
H 15.208 15.766 4.571 0.44 -0.38 0.83
H 14.993 16.397 2.472 0.07 -0.38 -0.21
H 13.416 15.562 2.460 0.03 0.09 0.05
H 14.317 18.109 3.914 0.00 0.35 -0.14
H 12.899 17.157 4.463 0.45 -0.01 0.61
H 12.340 18.924 3.177 -0.22 0.26 -0.17
O 9.770 23.161 1.355 -0.72 0.44 0.97
C 9.919 22.448 0.159 -0.24 -0.43 0.55
C 11.260 21.734 0.294 -0.29 -0.99 -3.00
O 11.363 20.642 1.205 -0.02 1.14 1.58
H 9.321 22.529 1.922 0.00 0.39 0.64
H 9.041 21.809 0.063 0.15 -0.60 -0.29
H 9.804 23.177 -0.644 0.80 -0.18 -0.33
H 11.963 22.564 0.370 0.48 -0.56 1.14
H 11.538 21.229 -0.631 -0.11 0.54 -0.78
H 10.928 19.856 0.866 -0.08 0.18 -0.36
O 14.677 13.423 6.214 0.07 -1.37 1.29
C 14.519 12.258 5.421 0.29 -0.03 -1.79
C 15.497 11.127 5.731 -0.34 1.59 0.81
O 15.541 10.858 7.152 0.37 -0.49 -1.24
H 14.149 14.157 5.889 -0.04 -0.08 -0.41
H 13.548 11.774 5.311 -0.70 0.73 0.73
H 14.792 12.583 4.417 -0.26 -0.26 -0.46
H 16.413 11.484 5.261 0.86 -0.33 0.84
H 15.198 10.257 5.146 -0.15 -0.22 0.42
H 15.198 11.631 7.607 0.00 0.28 -0.12
O 18.899 15.487 6.402 -0.35 0.51 0.04
C 17.886 14.628 6.860 -0.73 -0.97 0.57
C 16.872 15.204 7.795 -0.06 2.20 0.66
O 15.878 15.935 7.113 -0.95 -0.30 -1.82
H 18.419 16.293 6.199 0.25 0.53 -0.29
H 17.255 14.261 6.051 0.45 -0.76 -0.35
H 18.363 13.882 7.496 0.15 -0.55 -0.70
H 17.405 15.989 8.331 0.27 -0.48 1.11
H 16.383 14.448 8.410 0.36 -0.10 0.15
H 15.547 16.746 7.504 0.56 -0.02 0.36
O 14.286 17.867 0.355 1.59 0.15 -0.85
C 15.349 18.866 0.441 -1.57 -0.94 0.95
C 14.668 20.163 0.734 -1.01 -1.20 -0.94
O 15.586 21.152 0.711 1.44 2.78 0.32
H 13.591 18.171 0.944 -0.30 -0.03 0.32
H 15.950 18.670 1.330 0.43 -0.38 0.14
H 16.038 18.935 -0.401 -0.57 -0.42 -0.36
H 14.070 20.020 1.634 0.12 0.43 0.55
H 13.937 20.411 -0.035 -0.01 -0.12 -0.19
H 16.281 21.061 1.367 -0.09 -0.26 0.14
O 15.680 18.713 6.385 0.10 0.62 0.03
C 16.585 19.797 6.298 0.05 1.58 0.14
C 15.976 21.218 6.464 -0.27 -0.43 -0.50
O 14.818 21.402 5.653 -0.64 -0.44 0.03
H 15.058 18.837 5.665 -0.32 -0.04 -0.02
H 17.251 19.749 7.159 0.40 -0.53 -0.32
H 17.112 19.829 5.344 0.30 -0.59 -0.01
H 16.613 22.014 6.079 1.02 -0.40 0.73
H 15.781 21.350 7.529 -0.49 0.35 -0.07
H 15.018 22.109 5.035 -0.23 -0.08 0.00
O 8.821 21.594 4.758 -0.94 -0.06 0.66
C 10.020 20.913 4.593 2.24 0.17 -0.79
C 11.129 21.514 5.479 -1.40 0.79 -0.24
O 10.775 21.376 6.854 0.82 -0.55 0.09
H 8.436 21.278 5.579 -0.41 0.08 0.02
H 9.993 19.832 4.729 -0.49 -0.17 0.16
H 10.279 21.113 3.553 0.35 -0.26 -0.11
H 11.148 22.571 5.214 0.02 0.33 0.05
H 12.146 21.178 5.279 -0.18 -0.62 0.38
H 9.889 21.707 7.021 0.07 0.28 -0.25

2.
36
Properties=species:S:1:pos:R:3:forces:R:3 method="wB97M-V/def2-TZVPD" s_squared=6.062 total_charge=+2 homo_ev="-15.722 / -15.806" spin_multiplicity=5 orbital_gap_ha="0.2943 / 0.2999"
Mn -0.170 0.464 0.103 0.11 -0.07 0.12
O -3.663 2.169 0.952 -0.05 0.00 0.02
C -2.737 1.596 0.476 0.11 -0.02 -0.10
N -1.433 1.492 1.016 -0.26 0.02 -0.11
C -1.054 2.188 2.183 0.03 0.17 0.00
O -1.750 2.860 2.876 0.02 -0.09 -0.01
C 0.417 2.003 2.420 0.00 -0.05 0.01
C 1.079 2.605 3.464 0.00 -0.01 -0.01
C 2.447 2.399 3.578 0.00 0.00 0.00
C 3.096 1.603 2.643 -0.01 0.00 0.00
C 2.365 1.023 1.626 -0.02 0.01 -0.01
N 1.042 1.219 1.519 0.01 0.03 0.07
C -2.800 0.874 -0.844 0.05 -0.01 0.08
C -3.939 0.845 -1.612 0.00 -0.01 -0.01
C -3.896 0.162 -2.822 -0.01 0.01 0.00
C -2.720 -0.464 -3.211 0.02 0.00 0.02
C -1.616 -0.399 -2.385 -0.07 0.00 -0.04
N -1.657 0.263 -1.220 -0.05 0.00 0.09
H 0.516 3.220 4.154 0.00 0.00 0.00
H 3.004 2.857 4.385 0.00 0.00 0.00
H 4.162 1.432 2.698 0.00 0.00 0.00
H 2.821 0.399 0.872 0.02 -0.02 0.00
H -4.824 1.352 -1.254 0.00 0.00 0.00
H -4.772 0.121 -3.456 0.00 0.00 0.00
H -2.655 -1.003 -4.145 0.00 0.01 0.00
H -0.686 -0.879 -2.645 0.03 0.00 0.00
N 2.201 -4.109 -1.416 -0.02 0.01 0.00
C 2.467 -2.664 -1.111 -0.02 -0.04 0.06
C 1.110 -2.026 -0.801 -0.24 0.02 -0.12
O 0.116 -2.726 -0.839 0.04 -0.01 0.04
O 1.152 -0.763 -0.540 0.27 0.01 -0.09
H 2.713 -4.749 -0.807 0.00 0.00 0.00
H 2.418 -4.356 -2.383 0.01 -0.01 0.01
H 1.177 -4.230 -1.262 0.01 0.01 -0.01
H 2.944 -2.184 -1.961 0.00 0.02 0.01
H 3.125 -2.593 -0.248 0.02 0.02 -0.01

3.
14
Properties=species:S:1:pos:R:3:forces:R:3 method="wB97M-V/def2-TZVPD" de_lowest_kcal_mol=84.5 total_charge=0 homo_ev=-9.632 orbital_gap_ha=0.3695
N -0.646 -2.521 -1.344 3.62 5.18 2.69
C -0.071 -1.577 -0.830 -4.17 -5.47 -2.49
C 0.344 -0.417 -0.109 -1.35 1.34 1.18
C 0.133 0.972 -0.875 -0.74 -4.49 -2.66
S -1.775 1.092 -0.631 1.29 2.46 -4.08
C -0.274 -0.122 1.385 -0.39 -5.41 -1.18
C 1.198 -0.520 1.111 -0.04 3.65 0.12
F 2.057 0.644 0.956 -0.26 -1.47 1.44
H 0.852 1.655 -0.473 -0.33 0.94 -0.07
H 0.317 0.615 -2.030 -0.35 1.71 2.76
H -2.009 1.807 -2.028 0.35 -1.52 3.19
H -0.860 0.746 1.623 0.95 0.86 -0.08
H -0.995 -1.052 1.581 2.04 1.83 0.21
H 1.730 -1.323 1.664 -0.60 0.38 -1.02

4.
11
Properties=species:S:1:pos:R:3:forces:R:3 method="wB97M-V/def2-TZVPD" de_lowest_kcal_mol=28.2 total_charge=0 homo_ev=-11.118 orbital_gap_ha=0.3942
C 0.537 0.487 -1.001 0.16 0.11 -0.33
C -0.669 -0.383 -0.600 0.17 0.13 0.14
C -0.748 -0.441 0.915 -0.29 -0.25 0.34
O -1.532 -1.039 1.602 0.28 0.23 -0.49
C 0.328 0.378 1.565 0.55 0.50 1.23
N 1.169 1.034 2.014 -0.91 -0.72 0.03
H 1.061 0.906 -0.130 -0.28 -0.23 -0.79
H 0.237 1.359 -1.577 0.01 -0.17 -0.34
H 1.292 -0.096 -1.522 -0.11 0.08 -0.32
H -0.613 -1.414 -0.982 0.13 0.28 0.25
H -1.629 -0.006 -0.986 0.28 0.04 0.27

5.
20
Properties=species:S:1:pos:R:3:forces:R:3 method="wB97M-V/def2-TZVPD" de_lowest_kcal_mol=23.9 total_charge=0 homo_ev=-8.559 orbital_gap_ha=0.2943
C 0.199 -0.659 -0.695 0.57 -2.08 -0.81
C 0.369 -2.006 -0.677 -0.53 0.86 0.56
C 1.250 0.072 -1.492 -1.42 3.40 3.29
C -0.722 0.044 0.230 2.04 0.58 0.86
C -1.844 -0.769 0.680 -1.79 0.25 -2.01
C -1.041 1.522 0.023 -0.98 -0.61 -1.00
O 2.962 1.516 2.004 2.60 0.68 2.24
S 2.767 0.013 -0.428 -0.12 0.59 0.01
S 0.532 0.139 2.067 -1.11 -0.47 -1.52
S 1.923 1.276 1.077 -1.67 -0.09 -2.08
H -0.223 -2.666 0.008 0.96 0.45 -1.11
H 1.258 -2.341 -1.233 -0.80 -0.50 0.33
H 1.624 -0.351 -2.342 0.17 -1.22 -2.48
H 0.853 1.155 -1.649 1.35 -1.80 -0.19
H -2.160 -0.469 1.611 -0.74 0.85 2.27
H -1.640 -1.840 0.775 -0.55 0.39 -0.65
H -2.675 -0.343 -0.020 0.88 -1.88 0.89
H -1.984 1.837 -0.518 1.02 -1.10 -0.14
H -0.185 2.002 -0.406 0.03 0.70 0.08
H -1.263 1.866 0.986 0.11 0.98 1.47